i.
{
  "formula": "C4H10O",
  "method": "ωB97M-V with the def2-TZVPD basis set",
  "smiles": "CC[C@H](C)O",
  "orbital_gap_ev": 11.1709,
  "elements": ["C", "C", "C", "C", "O", "H", "H", "H", "H", "H", "H", "H", "H", "H", "H"],
  "coordinates": [[-1.63, 0.03, -0.53], [-0.73, -0.33, 0.67], [0.77, -0.29, 0.41], [1.27, 1.01, -0.18], [1.15, -1.26, -0.54], [-2.66, -0.32, -0.31], [-1.27, -0.53, -1.42], [-1.58, 1.14, -0.76], [-0.94, -1.36, 0.95], [-0.91, 0.35, 1.54], [1.28, -0.38, 1.44], [2.38, 1.08, -0.17], [0.94, 1.08, -1.27], [0.85, 1.91, 0.34], [1.08, -2.14, -0.14]],
  "nbo_charge": [-0.62, -0.42, 0.10, -0.63, -0.73, 0.21, 0.22, 0.21, 0.19, 0.20, 0.15, 0.22, 0.21, 0.21, 0.47]
}

=====

ii.
{
  "formula": "C4H10O",
  "method": "ωB97M-V with the def2-TZVPD basis set",
  "smiles": "CC(C)CO",
  "orbital_gap_ev": 11.3307,
  "elements": ["C", "C", "C", "C", "O", "H", "H", "H", "H", "H", "H", "H", "H", "H", "H"],
  "coordinates": [[0.34, -0.14, 1.60], [0.33, 0.19, 0.10], [-0.60, 1.39, -0.18], [-0.07, -1.03, -0.71], [0.01, -0.71, -2.09], [0.76, 0.69, 2.17], [0.92, -1.05, 1.83], [-0.69, -0.30, 1.95], [1.34, 0.46, -0.22], [-1.49, 1.09, -0.74], [-0.94, 1.85, 0.75], [-0.11, 2.17, -0.76], [-1.10, -1.32, -0.43], [0.60, -1.87, -0.46], [-0.32, -1.47, -2.58]],
  "nbo_charge": [-0.60, -0.25, -0.61, -0.05, -0.72, 0.21, 0.21, 0.20, 0.20, 0.21, 0.20, 0.22, 0.15, 0.16, 0.47]
}

=====

Ordering by calculated energy gives the sequence ii, i, with the first entry being the most stable.

=====

i.
{
  "formula": "C3H9NS2",
  "method": "ωB97M-V with the def2-TZVPD basis set",
  "smiles": "CSSCCN",
  "orbital_gap_ev": 9.6353,
  "elements": ["C", "S", "S", "C", "C", "N", "H", "H", "H", "H", "H", "H", "H", "H", "H"],
  "coordinates": [[-2.74, -0.23, -0.20], [-1.31, -0.08, 0.92], [0.01, 1.08, -0.13], [0.83, -0.11, -1.21], [1.75, -1.08, -0.48], [2.89, -0.46, 0.17], [-3.62, -0.06, 0.40], [-2.71, 0.52, -1.00], [-2.78, -1.26, -0.53], [1.40, 0.51, -1.90], [0.09, -0.62, -1.83], [2.11, -1.84, -1.18], [1.17, -1.59, 0.29], [3.21, 0.38, -0.31], [2.66, -0.19, 1.12]],
  "nbo_charge": [-0.75, 0.06, 0.09, -0.56, -0.24, -0.83, 0.22, 0.24, 0.22, 0.22, 0.22, 0.19, 0.20, 0.35, 0.36]
}

=====

ii.
{
  "formula": "C3H9NS2",
  "method": "ωB97M-V with the def2-TZVPD basis set",
  "smiles": "C=CN.CSS",
  "orbital_gap_ev": 8.6060,
  "elements": ["C", "C", "N", "H", "H", "H", "H", "H", "C", "S", "S", "H", "H", "H", "H"],
  "coordinates": [[1.11, 0.55, -1.84], [0.47, 1.72, -1.91], [-0.85, 1.88, -1.52], [0.57, -0.38, -1.77], [2.18, 0.45, -1.85], [0.82, 2.52, -2.55], [-1.16, 1.18, -0.87], [-1.11, 2.80, -1.20], [-0.25, -1.26, 2.91], [0.67, -1.70, 1.44], [-0.90, -2.42, 0.27], [0.51, -1.07, 3.67], [-0.77, -0.30, 2.80], [-0.92, -2.02, 3.28], [-0.39, -1.93, -0.87]],
  "nbo_charge": [-0.53, 0.01, -0.82, 0.17, 0.21, 0.20, 0.37, 0.38, -0.76, 0.10, -0.15, 0.23, 0.22, 0.23, 0.13]
}

=====

iii.
{
  "formula": "C3H9NS2",
  "method": "ωB97M-V with the def2-TZVPD basis set",
  "smiles": "CSSCCN",
  "orbital_gap_ev": 9.2875,
  "elements": ["C", "S", "S", "C", "C", "N", "H", "H", "H", "H", "H", "H", "H", "H", "H"],
  "coordinates": [[1.36, 2.27, -1.28], [1.22, 2.02, 0.56], [-0.89, 1.53, 0.58], [-0.92, -0.16, -0.03], [-0.19, -1.21, 0.88], [-0.94, -2.42, 1.13], [1.60, 3.30, -1.51], [2.02, 1.44, -1.54], [0.40, 2.06, -1.76], [-0.65, -0.35, -1.07], [-2.01, -0.32, 0.07], [0.13, -0.68, 1.79], [0.67, -1.50, 0.26], [-1.45, -2.85, 0.37], [-0.35, -3.12, 1.55]],
  "nbo_charge": [-0.73, 0.04, 0.12, -0.57, -0.22, -0.85, 0.23, 0.22, 0.23, 0.21, 0.23, 0.20, 0.16, 0.36, 0.36]
}

=====

Ordering by calculated energy gives the sequence i, iii, ii, with the first entry being the most stable.

=====

i.
{
  "formula": "C3H9NS2",
  "method": "ωB97M-V with the def2-TZVPD basis set",
  "smiles": "C=NS.CSC",
  "orbital_gap_ev": 9.6724,
  "elements": ["C", "N", "S", "H", "H", "H", "C", "S", "C", "H", "H", "H", "H", "H", "H"],
  "coordinates": [[-1.10, 0.99, 0.08], [-2.25, 0.61, -0.30], [-3.57, 1.62, 0.12], [-0.26, 0.36, -0.18], [-0.90, 1.91, 0.64], [-4.50, 0.84, -0.45], [3.85, -1.12, 0.56], [2.18, -0.60, 0.14], [1.67, -2.04, -0.82], [3.85, -2.04, 1.15], [4.46, -1.27, -0.33], [4.31, -0.32, 1.16], [2.30, -2.18, -1.69], [1.69, -2.95, -0.21], [0.64, -1.88, -1.15]],
  "nbo_charge": [-0.08, -0.53, 0.16, 0.18, 0.15, 0.12, -0.74, 0.18, -0.75, 0.21, 0.21, 0.23, 0.21, 0.21, 0.23]
}

=====

ii.
{
  "formula": "C3H9NS2",
  "method": "ωB97M-V with the def2-TZVPD basis set",
  "smiles": "NCCCSS",
  "orbital_gap_ev": 9.6077,
  "elements": ["N", "C", "C", "C", "S", "S", "H", "H", "H", "H", "H", "H", "H", "H", "H"],
  "coordinates": [[0.38, -2.25, -0.32], [0.19, -1.07, -1.20], [0.77, 0.16, -0.43], [-0.22, 0.61, 0.59], [0.09, 2.36, 1.04], [-1.55, 3.35, 1.38], [-0.44, -2.75, -0.30], [1.14, -2.82, -0.71], [-0.85, -0.98, -1.48], [0.70, -1.13, -2.24], [1.07, 1.04, -0.99], [1.82, -0.08, 0.07], [0.03, 0.01, 1.50], [-1.37, 0.34, 0.44], [-1.76, 3.23, 2.65]],
  "nbo_charge": [-0.84, -0.22, -0.44, -0.55, 0.08, -0.10, 0.36, 0.36, 0.19, 0.18, 0.21, 0.22, 0.23, 0.23, 0.10]
}

=====

iii.
{
  "formula": "C3H9NS2",
  "method": "ωB97M-V with the def2-TZVPD basis set",
  "orbital_gap_ev": 6.0799,
  "elements": ["S", "S", "C", "C", "N", "C", "H", "H", "H", "H", "H", "H", "H", "H", "H"],
  "coordinates": [[3.30, 0.52, 1.04], [-2.13, 0.46, 0.41], [-0.57, 0.51, 1.45], [0.48, -0.11, 0.52], [0.43, 0.26, -0.89], [-0.07, -0.79, -1.81], [-3.09, 0.99, 1.18], [-0.85, 0.02, 2.38], [-0.37, 1.56, 1.63], [1.48, 0.26, 0.89], [0.68, -1.21, 0.58], [1.37, 0.49, -1.18], [0.29, -1.75, -1.46], [-1.16, -0.79, -1.92], [0.20, -0.42, -2.81]],
  "nbo_charge": [-0.20, -0.08, -0.50, -0.09, -0.64, -0.42, 0.13, 0.24, 0.23, 0.14, 0.21, 0.39, 0.18, 0.21, 0.22]
}

=====

Ordering by calculated energy gives the sequence ii, i, iii, with the first entry being the most stable.

=====

i.
{
  "formula": "C3H9NS2",
  "method": "ωB97M-V with the def2-TZVPD basis set",
  "smiles": "C=CN.CSS",
  "orbital_gap_ev": 8.7967,
  "elements": ["C", "C", "N", "H", "H", "H", "H", "H", "C", "S", "S", "H", "H", "H", "H"],
  "coordinates": [[-0.96, -2.42, 0.13], [-1.49, -2.25, 1.35], [-0.75, -2.03, 2.54], [0.08, -2.70, 0.10], [-1.62, -2.45, -0.72], [-2.55, -2.04, 1.47], [0.24, -2.05, 2.32], [-0.90, -1.08, 2.88], [2.05, 2.07, -1.09], [0.31, 2.45, -0.70], [-0.39, 2.83, -2.67], [2.51, 2.85, -1.69], [2.13, 1.06, -1.46], [2.63, 2.01, -0.16], [-1.28, 3.75, -2.30]],
  "nbo_charge": [-0.50, 0.01, -0.82, 0.19, 0.21, 0.18, 0.35, 0.37, -0.75, 0.08, -0.15, 0.23, 0.22, 0.23, 0.14]
}

=====

ii.
{
  "formula": "C3H9NS2",
  "method": "ωB97M-V with the def2-TZVPD basis set",
  "smiles": "NCCCSS",
  "orbital_gap_ev": 8.7570,
  "elements": ["N", "C", "C", "C", "S", "S", "H", "H", "H", "H", "H", "H", "H", "H", "H"],
  "coordinates": [[0.69, -0.58, -2.50], [0.70, -0.43, -1.01], [-0.45, 0.50, -0.58], [-0.95, 0.25, 0.82], [0.19, 0.93, 2.00], [-0.50, 0.04, 3.75], [0.97, -1.54, -2.72], [1.56, -0.20, -2.90], [0.52, -1.43, -0.63], [1.65, -0.11, -0.58], [-0.19, 1.54, -0.78], [-1.20, 0.22, -1.31], [-1.95, 0.68, 0.87], [-1.07, -0.83, 0.98], [0.03, 0.94, 4.60]],
  "nbo_charge": [-0.83, -0.22, -0.42, -0.54, 0.10, -0.16, 0.35, 0.35, 0.18, 0.19, 0.21, 0.23, 0.22, 0.21, 0.14]
}

=====

Ordering by calculated energy gives the sequence ii, i, with the first entry being the most stable.

=====

i.
{
  "formula": "C18H54BF4O18",
  "method": "ωB97M-V with the def2-TZVPD basis set",
  "orbital_gap_ev": 8.7691,
  "total_charge": -1,
  "elements": ["B", "F", "F", "F", "F", "C", "C", "O", "O", "H", "H", "H", "H", "H", "H", "C", "C", "O", "O", "H", "H", "H", "H", "H", "H", "C", "C", "O", "O", "H", "H", "H", "H", "H", "H", "C", "C", "O", "O", "H", "H", "H", "H", "H", "H", "C", "C", "O", "O", "H", "H", "H", "H", "H", "H", "C", "C", "O", "O", "H", "H", "H", "H", "H", "H", "C", "C", "O", "O", "H", "H", "H", "H", "H", "H", "C", "C", "O", "O", "H", "H", "H", "H", "H", "H", "C", "C", "O", "O", "H", "H", "H", "H", "H", "H"],
  "coordinates": [[-0.13, 0.27, 0.60], [-1.47, 0.61, 0.85], [0.72, 1.42, 0.56], [0.31, -0.63, 1.57], [-0.03, -0.31, -0.67], [-1.08, -3.40, 1.65], [-1.75, -4.72, 1.23], [-2.01, -4.75, -0.17], [0.15, -3.29, 0.95], [-0.83, -3.55, 2.71], [-1.71, -2.51, 1.56], [-2.70, -4.71, 1.77], [-1.15, -5.58, 1.53], [-1.42, -5.40, -0.55], [0.41, -2.36, 1.00], [-0.44, -0.27, -4.36], [-0.28, 1.10, -4.93], [-1.59, 1.57, -5.26], [-1.05, -0.21, -3.07], [0.54, -0.73, -4.20], [-1.05, -0.88, -5.02], [0.19, 1.13, -5.93], [0.28, 1.76, -4.26], [-1.55, 2.38, -5.76], [-0.38, 0.02, -2.41], [0.48, 1.04, 4.38], [-0.93, 1.35, 4.00], [-0.98, 2.34, 2.98], [1.26, 2.20, 4.66], [1.07, 0.40, 3.72], [0.44, 0.37, 5.25], [-1.40, 1.85, 4.85], [-1.43, 0.43, 3.70], [-1.17, 1.91, 2.13], [1.14, 2.72, 3.85], [-1.91, 4.11, -1.77], [-2.58, 3.23, -0.68], [-2.70, 1.91, -1.08], [-2.86, 4.17, -2.84], [-0.99, 3.60, -2.08], [-1.81, 5.12, -1.37], [-3.51, 3.74, -0.39], [-1.98, 3.31, 0.24], [-2.52, 1.28, -0.36], [-2.72, 5.03, -3.24], [-3.50, -2.78, -3.11], [-3.38, -2.12, -1.75], [-4.33, -1.11, -1.48], [-3.48, -1.81, -4.19], [-4.47, -3.28, -3.27], [-2.67, -3.48, -3.18], [-2.42, -1.61, -1.61], [-3.39, -2.89, -0.96], [-4.54, -1.13, -0.52], [-3.19, -2.35, -4.93], [3.77, -2.51, -2.10], [3.53, -1.72, -0.81], [2.73, -0.59, -1.21], [2.61, -3.00, -2.76], [4.25, -3.45, -1.77], [4.41, -1.93, -2.78], [4.53, -1.34, -0.59], [2.97, -2.22, -0.02], [2.27, -0.30, -0.41], [1.86, -2.69, -2.24], [5.66, -0.12, 3.24], [4.78, 0.24, 2.08], [3.69, 0.98, 2.57], [6.48, 0.94, 3.68], [6.34, -0.95, 3.06], [4.89, -0.38, 3.98], [4.35, -0.67, 1.64], [5.35, 0.72, 1.27], [3.03, 1.34, 1.96], [6.12, 1.51, 4.37], [-4.56, -1.03, 3.16], [-4.33, -0.21, 1.90], [-5.32, -0.73, 0.99], [-3.66, -0.76, 4.26], [-4.45, -2.11, 3.03], [-5.57, -0.95, 3.59], [-3.36, -0.50, 1.49], [-4.42, 0.86, 2.03], [-6.19, -0.37, 1.17], [-2.87, -1.30, 4.26], [3.97, 3.62, -0.71], [4.02, 2.23, -1.32], [2.95, 2.13, -2.26], [4.56, 3.79, 0.58], [2.92, 3.89, -0.57], [4.42, 4.41, -1.33], [3.98, 1.58, -0.44], [4.91, 1.89, -1.86], [2.36, 1.42, -1.97], [5.52, 3.76, 0.53]],
  "lowdin_charge": [-1.24, 0.11, 0.11, 0.14, 0.12, -0.24, -0.24, -0.07, -0.07, 0.11, 0.11, 0.11, 0.12, 0.08, 0.04, -0.24, -0.24, -0.07, -0.07, 0.12, 0.11, 0.11, 0.11, 0.07, 0.06, -0.27, -0.23, -0.07, -0.06, 0.10, 0.12, 0.13, 0.10, 0.04, 0.08, -0.21, -0.27, -0.04, -0.08, 0.12, 0.11, 0.11, 0.11, 0.05, 0.07, -0.22, -0.25, -0.07, -0.07, 0.11, 0.11, 0.11, 0.10, 0.02, 0.07, -0.24, -0.20, -0.09, -0.07, 0.12, 0.12, 0.11, 0.13, 0.06, 0.08, -0.25, -0.27, -0.06, -0.06, 0.12, 0.13, 0.10, 0.11, 0.08, 0.08, -0.22, -0.18, -0.08, -0.09, 0.12, 0.12, 0.10, 0.13, 0.10, 0.07, -0.23, -0.25, -0.07, -0.08, 0.12, 0.11, 0.09, 0.12, 0.06, 0.08]
}

=====

ii.
{
  "formula": "C18H54BF4O18",
  "method": "ωB97M-V with the def2-TZVPD basis set",
  "orbital_gap_ev": 9.9828,
  "total_charge": -1,
  "elements": ["B", "F", "F", "F", "F", "C", "C", "O", "O", "H", "H", "H", "H", "H", "H", "C", "C", "O", "O", "H", "H", "H", "H", "H", "H", "C", "C", "O", "O", "H", "H", "H", "H", "H", "H", "C", "C", "O", "O", "H", "H", "H", "H", "H", "H", "C", "C", "O", "O", "H", "H", "H", "H", "H", "H", "C", "C", "O", "O", "H", "H", "H", "H", "H", "H", "C", "C", "O", "O", "H", "H", "H", "H", "H", "H", "C", "C", "O", "O", "H", "H", "H", "H", "H", "H", "C", "C", "O", "O", "H", "H", "H", "H", "H", "H"],
  "coordinates": [[-0.50, 0.89, 0.14], [-1.41, 1.89, -0.28], [0.53, 0.84, -0.74], [-0.11, 1.29, 1.44], [-1.15, -0.31, 0.18], [3.21, 2.17, -3.32], [3.76, 1.09, -2.41], [4.94, 1.59, -1.76], [2.79, 3.31, -2.51], [2.31, 1.76, -3.82], [3.94, 2.47, -4.08], [4.14, 0.25, -2.99], [3.02, 0.70, -1.66], [4.66, 2.50, -1.47], [1.93, 3.18, -2.13], [-1.96, -3.61, -0.22], [-2.65, -4.53, -1.24], [-2.89, -5.77, -0.66], [-2.89, -3.45, 0.85], [-1.83, -2.67, -0.79], [-0.97, -3.99, 0.05], [-1.97, -4.72, -2.07], [-3.49, -4.03, -1.75], [-3.01, -5.66, 0.27], [-2.40, -3.01, 1.58], [-1.11, -1.02, -3.93], [-2.06, -0.36, -3.02], [-3.31, -0.27, -3.75], [-1.20, -2.47, -3.85], [-0.09, -0.78, -3.70], [-1.37, -0.77, -4.95], [-1.77, 0.67, -2.75], [-2.11, -0.84, -2.05], [-3.82, 0.44, -3.35], [-2.13, -2.68, -3.59], [1.49, -2.37, 3.60], [0.81, -2.97, 2.40], [-0.34, -2.19, 2.06], [0.57, -2.19, 4.66], [1.94, -1.44, 3.20], [2.23, -3.05, 3.98], [0.47, -3.96, 2.66], [1.55, -3.05, 1.56], [-0.13, -1.39, 1.58], [-0.09, -1.61, 4.30], [-5.08, 0.04, -0.44], [-5.04, -1.39, -0.86], [-5.84, -1.67, -2.03], [-4.24, 0.87, -1.32], [-4.74, 0.22, 0.58], [-6.07, 0.41, -0.53], [-5.55, -1.91, 0.02], [-3.97, -1.68, -0.95], [-5.32, -1.40, -2.80], [-3.47, 1.08, -0.77], [3.69, 0.14, 1.80], [3.10, 1.27, 2.59], [4.09, 1.93, 3.38], [2.73, -0.63, 1.10], [4.17, -0.52, 2.56], [4.42, 0.51, 1.10], [2.35, 0.98, 3.38], [2.65, 2.04, 1.93], [4.92, 1.94, 2.88], [2.02, -0.03, 0.81], [-0.54, 3.05, 5.03], [-0.98, 1.80, 4.26], [-1.96, 2.10, 3.28], [0.40, 2.70, 6.05], [-1.39, 3.59, 5.46], [-0.05, 3.78, 4.37], [-1.47, 1.19, 5.00], [-0.06, 1.27, 3.93], [-1.46, 2.23, 2.49], [0.12, 1.79, 6.33], [0.04, 5.51, 0.56], [0.97, 5.27, -0.60], [0.45, 4.33, -1.56], [-1.22, 5.98, 0.08], [0.50, 6.24, 1.22], [-0.15, 4.51, 1.05], [1.93, 4.91, -0.19], [1.14, 6.18, -1.13], [-0.25, 3.81, -1.17], [-1.66, 5.23, -0.36], [2.17, -2.88, -3.02], [1.96, -2.26, -1.64], [3.11, -2.60, -0.91], [2.20, -4.30, -2.90], [3.13, -2.57, -3.43], [1.46, -2.53, -3.75], [1.00, -2.69, -1.29], [1.87, -1.17, -1.70], [3.36, -1.92, -0.29], [3.02, -4.64, -3.28]],
  "lowdin_charge": [-1.35, 0.10, 0.17, 0.10, 0.17, -0.20, -0.24, -0.10, -0.08, 0.12, 0.12, 0.11, 0.10, 0.09, 0.03, -0.24, -0.26, -0.05, -0.08, 0.09, 0.12, 0.11, 0.11, 0.07, 0.09, -0.21, -0.23, -0.08, -0.09, 0.10, 0.12, 0.13, 0.09, 0.06, 0.09, -0.24, -0.22, -0.07, -0.05, 0.09, 0.12, 0.12, 0.12, 0.06, 0.05, -0.20, -0.23, -0.07, -0.09, 0.13, 0.10, 0.14, 0.10, 0.06, 0.06, -0.23, -0.25, -0.07, -0.08, 0.14, 0.12, 0.13, 0.13, 0.08, 0.07, -0.26, -0.27, -0.04, -0.09, 0.11, 0.12, 0.11, 0.12, 0.04, 0.10, -0.23, -0.23, -0.07, -0.07, 0.12, 0.13, 0.12, 0.11, 0.06, 0.09, -0.24, -0.24, -0.07, -0.06, 0.11, 0.08, 0.12, 0.09, 0.04, 0.08]
}

=====

Ordering by calculated energy gives the sequence ii, i, with the first entry being the most stable.

=====

i.
{
  "formula": "C3H7OS",
  "method": "ωB97M-V with the def2-TZVPD basis set",
  "orbital_gap_ev": [9.7507, 7.1377],
  "spin_multiplicity": 2,
  "elements": ["C", "S", "H", "H", "H", "C", "C", "O", "H", "H", "H", "H"],
  "coordinates": [[-2.48, 0.84, 0.00], [-2.38, 1.28, 1.77], [-3.24, 0.11, -0.09], [-2.53, 1.96, -0.34], [-1.54, 0.43, -0.26], [2.38, -1.37, 0.22], [1.47, -0.42, -0.03], [0.99, -0.22, -1.35], [2.91, -1.45, 1.13], [2.76, -2.16, -0.24], [1.29, 0.37, 0.68], [0.37, 0.63, -1.49]],
  "lowdin_spin": [0.10, 0.86, 0.00, 0.04, 0.01, 0.00, 0.00, 0.00, 0.00, 0.00, 0.00, 0.00]
}

=====

ii.
{
  "formula": "C3H7OS",
  "method": "ωB97M-V with the def2-TZVPD basis set",
  "orbital_gap_ev": [10.1392, 7.4895],
  "spin_multiplicity": 2,
  "elements": ["C", "O", "C", "C", "S", "H", "H", "H", "H", "H", "H", "H"],
  "coordinates": [[-0.58, 0.43, -1.94], [-0.10, 1.65, -2.12], [0.02, -0.30, -0.70], [-0.40, 0.19, 0.69], [0.51, -0.78, 1.99], [-1.67, 0.45, -1.66], [-0.57, -0.21, -2.84], [1.10, -0.13, -0.79], [-0.24, -1.35, -0.75], [-0.24, 1.23, 0.93], [-1.45, -0.12, 0.74], [0.67, -1.86, 1.20]],
  "lowdin_spin": [0.11, 0.77, 0.03, 0.00, 0.00, 0.07, 0.01, 0.00, 0.00, 0.00, 0.00, 0.00]
}

=====

Ordering by calculated energy gives the sequence ii, i, with the first entry being the most stable.